Entry from OMol25: a gas-phase ion, CHClFO3 (charge +1) (ωB97M-V/def2-TZVPD).

Summary:
net charge = +1
HOMO energy (spin up / spin down) = -17.020 / -16.525 eV
molecular weight = 115.47 g mol⁻¹
multiplicity = 1
energy above the lowest of the compared OMol25 structures with the same formula, charge and spin = 29.39 kcal/mol

Each atom is followed by the atoms it is bonded to, with distances in Å.
CARTESIAN COORDINATES (ANGSTROEM)
1 C 1.692 0.255 0.017  O3 1.143, O4 1.615, F5 1.271
2 O -0.696 -0.686 0.322  O4 1.366, Cl6 1.871
3 O 2.257 1.237 0.171  C1 1.143
4 O 0.092 0.419 0.159  C1 1.615, O2 1.366
5 F 1.824 -0.996 -0.163  C1 1.271
6 Cl -2.465 -0.759 -0.282  O2 1.871, H7 1.313
7 H -2.703 0.531 -0.223  Cl6 1.313

Charges in e, computed with Mulliken, in the same order as the atoms: number 1, C, carries 0.6658; number 2, O, carries 0.0098; number 3, O, carries -0.1416; number 4, O, carries -0.0964; number 5, F, carries -0.0896; number 6, Cl, carries 0.2459; number 7, H, carries 0.4061